1.
This record from the OMol25 dataset describes a structure of composition C56H60AsN3O3P2STa. The level of theory is ωB97M-V/def2-TZVPD.

Geometry as XYZ:
```
127
C56H60AsN3O3P2STa (ωB97M-V/def2-TZVPD)
Ta -0.23 -1.05 0.61
C 1.02 -5.06 1.68
C 2.04 -3.99 1.30
C 3.44 -4.57 1.04
P 1.44 -2.92 -0.06
C 0.88 -3.85 -1.55
C -0.60 -4.24 -1.42
C 1.73 -5.07 -1.90
C 2.73 -1.77 -0.56
C 3.59 -1.92 -1.64
C 4.36 -0.84 -2.05
C 4.23 0.39 -1.41
C 3.37 0.55 -0.34
C 2.63 -0.54 0.10
N 1.66 -0.42 1.15
C 2.14 0.12 2.37
C 3.49 0.23 2.67
C 3.90 0.84 3.85
C 2.98 1.35 4.75
C 1.63 1.19 4.49
C 1.21 0.56 3.33
P -0.46 0.06 2.99
C -1.74 1.35 3.22
C -1.70 2.36 2.07
C -3.12 0.70 3.33
C -0.81 -1.25 4.24
C 0.28 -2.32 4.21
C -0.97 -0.69 5.66
H 1.32 -5.53 2.62
H 0.98 -5.85 0.92
H 0.02 -4.65 1.80
H 2.13 -3.27 2.13
H 3.41 -5.36 0.30
H 3.82 -5.00 1.97
H 4.14 -3.80 0.71
H 0.98 -3.11 -2.34
H -0.77 -4.92 -0.59
H -0.92 -4.74 -2.34
H -1.25 -3.37 -1.28
H 1.59 -5.87 -1.18
H 2.79 -4.84 -1.96
H 1.42 -5.44 -2.88
H 3.66 -2.86 -2.17
H 5.03 -0.95 -2.89
H 4.79 1.24 -1.77
H 3.22 1.52 0.13
H 4.24 -0.12 1.98
H 4.96 0.94 4.05
H 3.30 1.86 5.64
H 0.89 1.59 5.18
H -1.49 1.86 4.15
H -2.02 1.88 1.14
H -0.69 2.75 1.93
H -2.38 3.18 2.28
H -3.35 0.11 2.44
H -3.88 1.49 3.40
H -3.24 0.06 4.20
H -1.76 -1.69 3.93
H 1.24 -1.90 4.50
H 0.38 -2.77 3.23
H 0.04 -3.12 4.92
H -0.01 -0.34 6.04
H -1.31 -1.49 6.32
H -1.69 0.12 5.72
O 1.08 -1.15 -3.79
C -0.13 -0.69 -4.14
C -0.39 -0.59 -5.50
C -1.60 -0.12 -5.95
C -2.61 0.25 -5.06
C -2.40 0.12 -3.71
C -1.16 -0.34 -3.21
C -0.92 -0.46 -1.81
O 0.31 -0.56 -1.33
N -1.76 -0.60 -0.77
N -3.12 -0.50 -0.92
C -3.92 -1.19 -0.20
C -3.84 -2.24 0.85
C -5.08 -2.81 1.16
C -5.23 -3.82 2.09
C -4.12 -4.28 2.77
C -2.87 -3.73 2.50
C -2.73 -2.73 1.55
O -1.48 -2.23 1.36
H 1.28 -0.92 -2.87
H 0.40 -0.87 -6.18
H -1.77 -0.03 -7.01
H -3.55 0.64 -5.42
H -3.16 0.41 -3.00
H -4.95 -0.95 -0.44
H -5.96 -2.44 0.63
H -6.21 -4.23 2.29
H -4.21 -5.06 3.51
H -1.99 -4.07 3.03
S 1.79 3.13 1.47
C 0.83 4.51 1.00
C 0.84 5.71 1.74
C 0.05 6.78 1.36
C -0.76 6.71 0.23
C -0.78 5.54 -0.51
C 0.00 4.45 -0.14
As 0.00 2.76 -1.08
C 1.58 2.96 -2.21
C 2.61 3.85 -1.89
C 3.73 3.93 -2.70
C 3.85 3.12 -3.83
C 2.84 2.23 -4.15
C 1.72 2.15 -3.33
C -1.40 3.18 -2.40
C -2.72 2.96 -1.99
C -3.79 3.24 -2.82
C -3.56 3.73 -4.10
C -2.26 3.96 -4.52
C -1.19 3.70 -3.68
H 1.47 5.77 2.61
H 0.08 7.69 1.95
H -1.37 7.55 -0.06
H -1.41 5.48 -1.39
H 2.53 4.48 -1.02
H 4.52 4.63 -2.45
H 4.73 3.20 -4.46
H 2.92 1.60 -5.03
H 0.91 1.48 -3.60
H -2.91 2.57 -0.99
H -4.80 3.07 -2.48
H -4.39 3.96 -4.75
H -2.08 4.37 -5.51
H -0.18 3.92 -4.01
```

Summary:
Charge: +1
HOMO-LUMO gap: 4.10 eV
Electronic energy: -161458.8397 eV
Relative energy (zero: lowest compared OMol25 entry of this formula, charge and spin): 71.7 kcal/mol
Strongest force on any atom: 0.91 eV/A
E_HOMO: -7.953 eV
Multiplicity: 1

2.
This record from the OMol25 dataset describes a structure of composition C56H67BKN16S5. The level of theory is ωB97M-V/def2-TZVPD.

Geometry as XYZ:
```
146
C56H67BKN16S5 (ωB97M-V/def2-TZVPD)
K -1.73 0.59 2.68
C -0.62 3.14 -2.58
C 0.43 2.07 -2.53
C 1.55 2.07 -3.31
C 2.44 0.97 -3.33
N 2.17 -0.13 -2.67
N 1.10 -0.10 -1.90
B 0.27 -1.20 -1.10
N -0.62 -1.96 -2.13
N -0.36 -1.68 -3.43
C -1.08 -2.22 -4.36
C -2.11 -3.14 -4.05
C -2.40 -3.42 -2.76
C -3.49 -4.37 -2.38
C -1.65 -2.76 -1.71
S -2.01 -2.88 -0.09
C -0.73 -1.80 -5.80
C -1.56 -2.57 -6.82
C 0.76 -2.06 -6.05
C -1.02 -0.30 -5.95
N 1.15 -2.13 -0.27
N 1.92 -2.75 -1.19
C 2.72 -3.70 -0.84
C 2.78 -4.12 0.52
C 2.05 -3.49 1.47
C 2.08 -3.92 2.90
C 1.19 -2.39 1.08
S 0.31 -1.54 2.20
C 3.62 -4.27 -1.93
C 4.12 -5.67 -1.58
C 2.88 -4.32 -3.27
C 4.83 -3.32 -2.05
C 0.29 0.94 -1.73
S -0.79 0.39 -0.48
C 3.78 1.02 -4.07
C 4.06 -0.30 -4.80
C 3.83 2.17 -5.08
C 4.86 1.25 -2.99
H -0.29 3.99 -3.17
H -1.53 2.73 -3.02
H -0.84 3.48 -1.56
H 1.75 2.92 -3.95
H -2.67 -3.62 -4.84
H -3.84 -4.93 -3.25
H -3.15 -5.05 -1.61
H -4.33 -3.81 -1.95
H -1.40 -3.65 -6.73
H -2.63 -2.37 -6.71
H -1.26 -2.28 -7.82
H 0.98 -3.13 -6.04
H 1.05 -1.66 -7.02
H 1.36 -1.58 -5.27
H -2.06 -0.08 -5.71
H -0.38 0.27 -5.27
H -0.82 0.02 -6.97
H 3.40 -4.97 0.80
H 2.74 -4.78 3.03
H 2.42 -3.10 3.53
H 1.07 -4.17 3.24
H 3.29 -6.35 -1.38
H 4.69 -6.07 -2.42
H 4.78 -5.66 -0.71
H 2.10 -5.09 -3.25
H 2.40 -3.36 -3.48
H 3.58 -4.55 -4.08
H 5.38 -3.27 -1.10
H 5.51 -3.67 -2.83
H 4.49 -2.31 -2.31
H 3.37 -0.42 -5.64
H 5.08 -0.29 -5.19
H 3.94 -1.15 -4.14
H 2.99 2.12 -5.78
H 3.82 3.15 -4.59
H 4.76 2.10 -5.65
H 4.88 0.42 -2.28
H 5.85 1.32 -3.46
H 4.67 2.18 -2.44
C -2.00 4.78 1.25
N -2.46 3.40 1.10
C -3.55 3.24 0.16
C -4.08 1.84 0.21
N -4.00 1.04 1.23
C -4.68 -0.12 0.86
C -4.91 -1.29 1.57
C -5.64 -2.29 0.96
C -6.14 -2.13 -0.35
C -5.92 -0.98 -1.07
C -5.18 0.02 -0.45
N -4.78 1.29 -0.83
C -0.50 4.88 1.27
N 0.28 4.11 0.57
C 1.56 4.63 0.75
C 2.78 4.21 0.21
C 3.91 4.92 0.56
C 3.85 6.02 1.43
C 2.65 6.45 1.97
C 1.52 5.73 1.60
N 0.17 5.88 1.91
H -2.41 5.22 2.16
H -2.35 5.41 0.42
H -1.67 2.83 0.82
H -3.28 3.49 -0.87
H -4.36 3.92 0.45
H -4.53 -1.40 2.58
H -5.84 -3.22 1.48
H -6.72 -2.93 -0.79
H -6.30 -0.86 -2.08
H -4.95 1.72 -1.72
H 2.83 3.34 -0.43
H 4.88 4.61 0.17
H 4.76 6.55 1.68
H 2.60 7.31 2.63
H -0.22 6.57 2.53
C 4.19 1.05 3.98
N 3.11 1.47 4.86
C 3.18 1.63 6.23
C 1.97 1.97 6.67
N 1.12 2.02 5.56
C 1.84 1.70 4.40
S 1.37 1.59 2.82
C -0.26 2.29 5.63
C -0.95 2.12 6.83
C -2.30 2.37 6.84
C -2.94 2.76 5.68
C -2.16 2.92 4.54
N -0.85 2.70 4.52
H 5.06 0.82 4.59
H 4.43 1.83 3.27
H 3.88 0.17 3.42
H 4.11 1.51 6.78
H 1.64 2.21 7.67
H -0.44 1.76 7.72
H -2.87 2.23 7.76
H -4.01 2.94 5.64
H -2.60 3.26 3.60
S -1.78 -1.06 5.62
C -3.40 -1.21 5.94
N -3.82 -2.05 6.96
C -5.11 -2.25 7.28
C -6.08 -1.61 6.58
C -5.63 -0.77 5.54
N -4.38 -0.57 5.23
H -3.08 -2.52 7.45
H -5.31 -2.93 8.10
H -7.12 -1.75 6.81
H -6.36 -0.23 4.93
```

Summary:
Charge: +1
HOMO-LUMO gap: 6.56 eV
Electronic energy: -154180.2864 eV
Relative energy (zero: lowest compared OMol25 entry of this formula, charge and spin): 0.0 kcal/mol
Strongest force on any atom: 0.44 eV/A
E_HOMO: -8.672 eV
Multiplicity: 1

3.
This record from the OMol25 dataset describes a structure of composition C56H67N3O3Sb2Si2Sn. The level of theory is ωB97M-V/def2-TZVPD.

Geometry as XYZ:
```
134
C56H67N3O3Sb2Si2Sn (ωB97M-V/def2-TZVPD)
Sn 0.87 0.03 0.28
C -4.47 -4.10 0.80
O -3.48 -5.13 0.72
C -2.80 -5.35 1.89
C -3.19 -6.36 2.76
C -2.44 -6.61 3.90
C -1.30 -5.87 4.16
C -0.89 -4.88 3.28
C -1.65 -4.60 2.16
N -1.29 -3.67 1.15
C -0.77 -2.44 1.29
N -0.73 -1.96 2.54
C -0.21 -0.76 3.07
C 0.44 0.23 2.36
C 0.85 1.37 3.04
C 0.66 1.51 4.40
C 0.03 0.50 5.12
C -0.42 -0.62 4.46
O -1.09 -1.66 5.04
C -1.26 -1.64 6.46
N -0.36 -1.75 0.20
C -0.41 -2.50 -1.02
C -1.56 -2.48 -1.81
C -1.65 -3.30 -2.93
C -0.58 -4.12 -3.27
C 0.57 -4.13 -2.50
C 0.65 -3.34 -1.36
O 1.78 -3.35 -0.58
C 1.96 -4.47 0.29
H -5.41 -4.52 1.17
H -4.62 -3.72 -0.20
H -4.15 -3.30 1.47
H -4.07 -6.94 2.52
H -2.75 -7.39 4.58
H -0.71 -6.08 5.04
H 0.04 -4.35 3.47
H -1.54 -3.96 0.21
H -1.18 -2.53 3.24
H 1.32 2.19 2.51
H 0.99 2.40 4.91
H -0.12 0.61 6.19
H -1.90 -0.81 6.76
H -0.29 -1.56 6.95
H -1.73 -2.58 6.71
H -2.39 -1.84 -1.52
H -2.55 -3.29 -3.53
H -0.65 -4.75 -4.15
H 1.40 -4.77 -2.75
H 3.00 -4.78 0.23
H 1.31 -5.30 0.00
H 1.74 -4.18 1.32
C -2.87 0.89 -0.06
C -3.35 0.95 -1.52
C -2.33 1.41 -2.56
Sb -0.26 0.74 -2.52
C -0.09 0.06 -4.52
C 1.03 0.38 -5.27
C 1.13 -0.05 -6.58
C 0.10 -0.79 -7.15
C -1.03 -1.10 -6.40
C -1.12 -0.68 -5.09
C 0.58 2.67 -2.78
C 0.09 3.48 -3.81
C 0.61 4.75 -4.00
C 1.62 5.23 -3.17
C 2.11 4.44 -2.15
C 1.59 3.16 -1.96
Sb -1.36 2.33 0.47
C -2.14 4.08 -0.42
C -3.51 4.32 -0.29
C -4.06 5.47 -0.84
C -3.25 6.38 -1.50
C -1.88 6.15 -1.61
C -1.33 5.00 -1.07
C -1.93 2.71 2.46
C -1.66 3.97 2.99
C -2.04 4.27 4.29
C -2.70 3.32 5.06
C -2.98 2.07 4.53
C -2.59 1.76 3.24
H -2.42 -0.08 0.16
H -3.70 1.02 0.63
H -4.19 1.64 -1.59
H -3.75 -0.03 -1.79
H -2.21 2.49 -2.52
H -2.66 1.15 -3.56
H 1.84 0.97 -4.84
H 2.00 0.20 -7.17
H 0.17 -1.11 -8.18
H -1.84 -1.66 -6.85
H -2.01 -0.91 -4.52
H -0.69 3.12 -4.47
H 0.23 5.37 -4.81
H 2.02 6.22 -3.33
H 2.90 4.80 -1.50
H 2.00 2.54 -1.17
H -4.15 3.63 0.24
H -5.12 5.66 -0.74
H -3.68 7.28 -1.92
H -1.25 6.87 -2.12
H -0.26 4.82 -1.17
H -1.17 4.73 2.39
H -1.84 5.25 4.70
H -3.01 3.57 6.07
H -3.51 1.34 5.13
H -2.82 0.78 2.84
C 5.46 -1.44 -1.31
Si 3.89 -0.50 -1.73
C 4.29 1.12 -2.59
C 3.02 -1.60 -2.97
C 2.99 -0.23 -0.05
Si 4.03 0.84 1.19
C 5.83 1.01 0.72
C 4.02 -0.06 2.83
C 3.38 2.61 1.26
H 5.64 -2.19 -2.08
H 5.39 -1.97 -0.35
H 6.34 -0.80 -1.26
H 5.15 0.94 -3.24
H 4.56 1.93 -1.91
H 3.48 1.47 -3.22
H 3.60 -1.54 -3.90
H 2.00 -1.34 -3.23
H 3.04 -2.63 -2.63
H 3.01 -1.24 0.39
H 6.37 0.07 0.81
H 6.27 1.71 1.44
H 6.00 1.41 -0.27
H 4.69 -0.92 2.75
H 3.04 -0.43 3.15
H 4.41 0.58 3.62
H 3.92 3.21 0.52
H 3.60 3.04 2.24
H 2.31 2.75 1.07
```

Summary:
Charge: +2
HOMO-LUMO gap: 6.84 eV
Electronic energy: -104421.2308 eV
Relative energy (zero: lowest compared OMol25 entry of this formula, charge and spin): 11.0 kcal/mol
Strongest force on any atom: 0.42 eV/A
E_HOMO: -12.779 eV
Multiplicity: 1